(1)
{"formula": "C5H7N3", "method": "ωB97M-V/def2-TZVPD", "symbols": ["C", "C", "C", "C", "C", "N", "N", "N", "H", "H", "H", "H", "H", "H", "H"], "xyz": [[0.432, -0.099, 1.150], [-0.106, -1.713, -0.810], [-0.531, -0.587, 0.084], [0.259, 0.970, 0.152], [1.111, 1.707, -0.566], [-2.130, 0.794, 0.626], [-1.898, -0.379, 0.151], [-1.425, 1.756, 0.644], [-0.018, 0.097, 2.122], [1.384, -0.621, 1.209], [-0.274, -2.657, -0.286], [0.954, -1.642, -1.048], [-0.687, -1.723, -1.731], [2.161, 1.788, -0.300], [0.766, 2.310, -1.397]], "lumo_energy_ha": [-0.0394, -0.0394], "relative_energy_kcal_mol": 144.89, "fmax_ha_per_bohr": 0.0257, "charge": 0, "homo_lumo_gap_ev": [7.9, 7.9], "energy_ha": -358.78747, "e_homo_ha": [-0.3293, -0.3293]}

---

(2)
{"formula": "C5H7N3", "method": "ωB97M-V/def2-TZVPD", "symbols": ["C", "C", "C", "C", "C", "H", "H", "H", "H", "H", "H", "H", "N", "N", "N"], "xyz": [[0.029, -1.235, 0.678], [1.447, 0.291, 1.213], [0.774, 0.858, 0.065], [0.196, 1.810, -0.956], [-0.874, 0.694, -1.165], [-1.594, -2.505, 0.298], [-0.344, -3.143, 1.382], [2.190, 0.793, 1.851], [-0.139, 2.725, -0.496], [0.888, 1.946, -1.828], [-1.896, 1.058, -0.945], [-0.858, 0.257, -2.194], [-0.624, -2.434, 0.632], [0.985, -0.974, 1.564], [-0.181, -0.140, -0.099]], "lumo_energy_ha": 0.0297, "relative_energy_kcal_mol": 61.27, "fmax_ha_per_bohr": 0.1112, "charge": 0, "homo_lumo_gap_ev": 8.0, "energy_ha": -358.92073, "smiles": "Nc1ncc2n1CC2", "e_homo_ha": -0.2661}